1.
A structure of composition C55H40N9O3PSr, computed with ωB97M-V with the def2-TZVPD basis set.

Computed properties:
Highest occupied orbital energy (alpha / beta) in eV: -5.75 / -5.73
Gap between HOMO and LUMO (alpha / beta) in Eh: 0.1832 / 0.1826

Structure (XYZ):
```
109
Properties=species:S:1:pos:R:3:forces:R:3:lowdin_charge:R:1
Sr 0.346761 0.354944 0.081911 0.4 1.3 1.1 1.568
C 3.658438 -5.406478 1.810943 -0.1 0.0 0.1 -0.083
C 2.653872 -5.526360 2.782112 0.1 0.0 -0.1 -0.085
C 1.609481 -4.617949 2.849784 0.0 0.0 -0.1 -0.027
C 1.594725 -3.579205 1.928704 -0.2 0.0 0.1 -0.114
C 0.643192 -2.475087 1.683659 -0.3 -0.1 0.1 -0.287
N -0.536866 -2.355112 2.317491 0.0 0.2 -0.2 0.201
C -1.546954 -1.526964 1.998082 0.2 -0.3 0.0 -0.279
C -2.927806 -1.718356 2.484247 0.2 -0.1 0.2 -0.105
C -3.473426 -2.583104 3.421219 0.0 0.2 0.0 -0.036
C -4.844774 -2.535078 3.617055 -0.1 0.2 0.0 -0.095
C -5.651517 -1.659873 2.877243 0.1 -0.1 0.1 -0.085
C -5.105449 -0.805066 1.931610 0.1 -0.1 0.0 -0.016
C -3.729331 -0.836216 1.755372 -0.1 0.1 -0.1 -0.105
C -2.825111 -0.106848 0.843618 -0.1 0.0 -0.3 -0.276
N -3.258519 0.679865 -0.144872 0.3 -0.1 0.0 0.205
C -2.563216 1.132975 -1.209262 -0.1 -0.2 0.1 -0.288
N -1.247165 0.989958 -1.476953 -0.4 -0.2 -0.3 -0.033
C -0.956588 1.329734 -2.752972 0.1 -0.1 -0.2 -0.290
N 0.189373 1.141978 -3.429281 0.0 -0.1 0.3 0.202
C 1.243207 0.415130 -3.026351 -0.3 0.1 -0.1 -0.277
N 1.378541 -0.291204 -1.882954 0.0 -0.4 -0.4 -0.034
C 2.525609 -1.003294 -1.865856 0.0 -0.3 0.2 -0.300
N 2.921931 -1.914189 -0.954878 -0.3 0.2 0.0 0.204
C 2.250235 -2.289921 0.138783 0.0 0.0 -0.2 -0.278
N 1.124358 -1.745107 0.662895 0.0 -0.5 -0.1 -0.029
C 2.597139 -3.460325 0.960798 0.1 0.0 -0.2 -0.106
C 3.638028 -4.374901 0.886404 -0.1 0.0 0.0 -0.017
C 3.247234 -0.713831 -3.112729 0.1 -0.1 0.1 -0.111
C 4.461523 -1.162490 -3.619249 -0.1 0.0 0.0 -0.026
C 4.853249 -0.702019 -4.864347 -0.1 0.1 -0.1 -0.087
C 4.047270 0.185171 -5.595267 0.1 -0.1 0.1 -0.086
C 2.835209 0.627431 -5.093742 0.0 0.0 0.0 -0.020
C 2.443991 0.171125 -3.841412 -0.1 0.1 -0.1 -0.103
C -2.185098 1.856689 -3.359943 0.1 0.0 -0.2 -0.119
C -2.461799 2.334078 -4.636153 0.0 0.0 0.1 -0.021
C -3.766161 2.697838 -4.921901 -0.1 0.0 0.1 -0.090
C -4.779545 2.571087 -3.956501 0.1 0.0 -0.1 -0.092
C -4.507285 2.081151 -2.691411 0.1 0.0 0.0 -0.023
C -3.193153 1.731406 -2.397189 -0.2 0.0 0.2 -0.120
N -1.559056 -0.510869 1.117905 -0.3 -0.2 -0.1 -0.028
H 4.457326 -6.135687 1.782877 0.0 0.0 0.0 0.098
H 2.698305 -6.346120 3.487470 0.0 0.0 0.0 0.097
H 0.825533 -4.709350 3.589765 0.0 0.0 0.0 0.109
H -2.845711 -3.273451 3.968057 0.0 0.0 0.0 0.114
H -5.306229 -3.188794 4.346149 0.0 0.0 0.0 0.101
H -6.720241 -1.654993 3.049423 0.0 0.0 0.0 0.098
H -5.723496 -0.135997 1.348716 0.0 0.0 0.0 0.110
H 4.398289 -4.282356 0.122473 0.0 0.0 0.0 0.111
H 5.073702 -1.850158 -3.050630 0.0 0.0 0.0 0.110
H 5.794659 -1.029324 -5.286028 0.0 0.0 0.0 0.097
H 4.381095 0.523336 -6.567425 0.0 0.0 0.0 0.097
H 2.203399 1.303578 -5.654048 0.0 0.0 0.0 0.110
H -1.677114 2.405736 -5.377265 0.0 0.0 0.0 0.110
H -4.014182 3.079320 -5.903678 0.0 0.0 0.0 0.097
H -5.791332 2.856600 -4.214272 0.0 0.0 0.0 0.097
H -5.286954 1.962574 -1.951105 0.0 0.0 0.0 0.110
O -1.110389 -1.956671 -1.287425 -0.2 -0.4 -0.2 -0.317
P -1.682419 -3.279628 -1.675431 0.2 0.6 0.3 0.793
C -2.465748 -4.152866 -0.312443 -0.1 -0.1 0.2 -0.258
C -3.834447 -4.028497 -0.068387 0.0 0.0 0.1 -0.061
C -4.401913 -4.610716 1.055097 0.0 -0.1 -0.1 -0.085
C -3.605036 -5.316980 1.944583 0.0 -0.1 -0.1 -0.095
C -2.239668 -5.429237 1.724040 -0.1 0.0 -0.1 -0.073
C -1.671456 -4.845475 0.602448 0.0 0.0 0.0 -0.080
C -2.945094 -3.089666 -2.945347 -0.1 -0.1 -0.1 -0.265
C -3.188326 -1.799586 -3.395624 0.0 0.1 0.0 -0.045
C -4.146592 -1.566006 -4.375553 0.1 0.0 0.1 -0.057
C -4.857081 -2.629341 -4.907477 0.0 0.0 0.0 -0.081
C -4.615106 -3.926914 -4.464613 0.0 0.1 0.0 -0.082
C -3.663461 -4.156401 -3.486483 0.0 0.0 0.0 -0.080
C -0.421346 -4.385833 -2.325434 0.1 -0.2 -0.1 -0.258
C -0.561006 -5.772000 -2.390238 0.0 0.0 0.0 -0.084
C 0.451789 -6.548254 -2.930686 0.0 0.1 0.0 -0.080
C 1.610309 -5.943723 -3.406171 0.0 0.0 0.0 -0.080
C 1.755664 -4.566318 -3.343983 0.0 0.0 0.0 -0.062
C 0.739043 -3.788240 -2.807562 0.0 0.0 0.0 -0.056
H -4.458338 -3.464810 -0.750495 0.0 0.0 0.0 0.112
H -5.461504 -4.500074 1.243331 0.0 0.0 0.0 0.107
H -4.048124 -5.768677 2.823290 0.0 0.0 0.0 0.108
H -1.613803 -5.959747 2.429287 0.0 0.0 0.0 0.104
H -0.601023 -4.920898 0.448292 0.0 0.0 0.0 0.109
H -2.620313 -0.986599 -2.966090 0.0 0.1 0.0 0.088
H -4.332589 -0.554762 -4.712546 0.0 0.0 0.0 0.099
H -5.604719 -2.452666 -5.670275 0.0 0.0 0.0 0.102
H -5.172192 -4.755272 -4.882027 0.0 0.0 0.0 0.101
H -3.486708 -5.168346 -3.140900 0.0 0.0 0.0 0.105
H -1.449779 -6.250972 -1.996983 0.0 0.0 0.0 0.104
H 0.344216 -7.624100 -2.972242 0.0 0.0 0.0 0.102
H 2.403266 -6.553209 -3.820570 0.0 0.0 0.0 0.102
H 2.659570 -4.091684 -3.703514 0.0 0.0 0.0 0.103
H 0.836433 -2.713355 -2.746733 0.0 0.1 0.0 0.089
O 2.120161 2.029950 0.324583 0.6 0.7 0.2 -0.017
C 1.822258 2.822305 1.190630 -0.3 -0.1 0.0 -0.491
O 0.676244 2.684334 1.862985 0.4 0.2 0.1 0.091
C 2.664562 4.015116 1.583697 0.0 0.1 0.0 -0.219
N 1.909426 4.857746 2.525965 0.0 0.0 -0.1 -0.035
C 1.516322 6.071786 1.777046 -0.1 -0.1 0.1 -0.180
C 2.645972 6.303752 0.784122 0.0 0.1 -0.1 -0.164
C 3.019543 4.883884 0.348236 0.1 0.0 0.0 -0.105
H 3.558875 3.606585 2.058341 0.0 0.0 0.0 0.167
H 2.482348 5.104120 3.321391 0.0 0.0 0.0 0.124
H 0.685227 3.432085 2.518383 -0.1 0.0 -0.1 0.120
H 1.336188 6.893759 2.467259 0.0 0.0 0.0 0.119
H 0.578560 5.872190 1.251413 0.0 0.0 0.0 0.123
H 3.487289 6.785429 1.286986 0.0 0.0 0.0 0.113
H 2.349362 6.932993 -0.053932 0.0 0.0 0.0 0.114
H 4.068512 4.783199 0.080871 0.0 0.0 0.0 0.119
H 2.441042 4.566778 -0.519578 0.0 0.0 0.0 0.122
```
Forces are in eV/Å.

=====

2.
A structure of composition C4H8O2, computed with ωB97M-V with the def2-TZVPD basis set.

Computed properties:
Highest occupied orbital energy in eV: -9.11
Gap between HOMO and LUMO in Eh: 0.3687

Structure (XYZ):
```
14
Properties=species:S:1:pos:R:3:forces:R:3:nbo_charge:R:1
O -1.606357 -0.099814 2.239068 0.0 0.1 0.0 -0.946
C -1.407224 -0.492217 -0.847505 0.2 0.1 -0.1 -0.560
C -0.186689 -0.027889 -0.603092 -0.4 -0.3 -0.2 0.336
C 1.234925 -0.529525 -0.641288 0.1 -0.1 0.0 -0.495
C 1.549313 0.859991 -0.063700 0.3 0.1 0.1 -0.055
O 0.146867 1.223330 -0.139798 -0.1 0.0 0.0 -0.501
H -1.662826 0.779254 1.845792 0.0 0.0 0.1 0.467
H -1.550679 -1.508458 -1.193862 0.1 0.1 0.0 0.222
H -2.277155 0.143322 -0.716443 0.1 -0.1 0.0 0.224
H -1.381168 -0.646941 1.475541 -0.1 0.0 0.1 0.474
H 1.459231 -1.381725 0.004196 -0.1 0.1 -0.1 0.231
H 1.620494 -0.713207 -1.646951 -0.1 0.0 0.2 0.230
H 2.163077 1.518572 -0.683972 -0.1 -0.1 0.1 0.185
H 1.898192 0.875307 0.972018 -0.1 0.0 -0.1 0.189
```
Forces are in eV/Å.

=====

3.
A structure of composition C29H45BO2P2Pt, computed with ωB97M-V with the def2-TZVPD basis set.

Computed properties:
Charge: +2
Highest occupied orbital energy (alpha / beta) in eV: -12.47 / -12.79
Gap between HOMO and LUMO (alpha / beta) in Eh: 0.2572 / 0.1666
2S+1: 5

Structure (XYZ):
```
80
Properties=species:S:1:pos:R:3:forces:R:3:lowdin_charge:R:1
Pt 2.314978 -0.608464 -0.851027 0.1 0.5 0.1 1.043
C -1.351791 -1.007246 0.781490 -0.9 -1.7 -0.9 -0.158
C -1.051357 -2.255503 0.137248 -1.5 1.2 0.8 -0.165
C 1.016959 -1.234973 0.696193 -2.6 0.0 0.2 -0.408
C -0.178980 -0.351076 1.090366 2.0 -0.5 -0.1 -0.132
C 0.316831 -2.409037 0.061626 1.1 1.2 1.1 -0.213
C -2.722643 -0.565785 1.161286 -0.2 0.1 0.2 -0.005
H -3.453195 -0.758375 0.368001 0.1 0.0 0.1 0.082
H -2.740081 0.497926 1.410908 -0.1 -0.2 0.0 0.073
H -3.073059 -1.119487 2.050909 0.2 0.2 -0.3 0.122
C -0.085676 0.892150 1.868922 0.0 0.7 0.2 0.005
H -0.949089 1.554442 1.682007 0.3 -0.3 0.0 0.095
H 0.833130 1.439123 1.619148 -0.3 -0.2 0.2 0.074
H -0.089759 0.692950 2.963250 0.0 0.0 -0.5 0.133
C 1.854026 -1.546885 1.918982 0.4 -0.2 0.3 -0.033
H 1.415087 -2.391939 2.472329 0.2 0.2 -0.1 0.114
H 1.879642 -0.694064 2.610961 0.2 -0.2 -0.3 0.098
H 2.879331 -1.812235 1.656076 0.2 -0.1 0.2 0.088
C 1.016081 -3.578424 -0.451557 0.3 -0.5 -0.6 -0.011
H 1.026846 -4.419446 0.256913 0.0 0.2 0.0 0.128
H 2.045047 -3.311962 -0.707493 0.1 -0.3 0.1 0.078
H 0.514181 -3.938365 -1.356590 0.1 -0.1 0.1 0.101
C -2.069776 -3.267554 -0.231003 -0.3 0.0 -0.3 0.003
H -2.178557 -4.029403 0.550770 0.1 0.1 -0.1 0.117
H -1.818545 -3.779967 -1.157847 0.0 -0.1 0.0 0.089
H -3.046644 -2.800095 -0.365465 0.0 -0.1 0.0 0.084
C -1.502243 2.980274 -1.574410 -1.0 0.4 0.4 -0.077
C -2.326966 1.946614 -1.329763 0.6 0.4 0.2 -0.083
C -2.461357 0.688391 -2.159737 -0.4 0.1 0.4 -0.174
C -2.548568 0.892543 -3.678398 -0.5 0.2 -0.3 -0.128
C -1.154131 0.635731 -4.244882 0.4 -0.6 -0.6 -0.402
C -0.018525 0.782127 -3.382581 2.1 -2.5 2.7 -0.300
C 0.493659 1.941416 -2.646547 0.0 0.9 0.1 -0.188
C -0.537326 3.098655 -2.718849 0.8 0.2 0.5 -0.164
H -3.366152 0.144603 -1.859107 0.2 0.2 0.1 0.116
H -2.982041 1.856538 -3.961179 0.0 -0.1 0.2 0.131
H -1.603040 0.030785 -1.927444 -0.4 0.0 0.0 0.105
H -1.045574 3.037327 -3.676415 -0.1 0.1 0.2 0.055
H -1.562894 3.867765 -0.921738 0.1 -0.7 -0.1 0.121
H -2.905984 1.966709 -0.400094 0.0 0.2 -0.5 0.101
H -0.009839 4.070237 -2.719804 -0.4 -0.4 0.2 0.132
H 0.706938 1.625735 -1.595052 -0.2 0.4 -0.4 0.105
H 0.410289 -0.189004 -3.056985 0.0 0.7 -0.2 0.058
H 1.482843 2.279772 -3.022427 -0.3 -0.2 0.0 0.127
H -3.194490 0.094657 -4.069352 0.0 0.5 -0.1 0.126
H -1.200384 -0.418444 -4.572803 0.4 0.3 0.1 0.127
P -0.078621 1.309681 -5.555480 -2.8 1.1 -2.6 0.909
C -0.250264 3.087270 -5.911472 0.1 0.5 -0.1 -0.154
C -1.068895 0.565662 -6.907534 0.6 0.0 -0.7 -0.159
P 2.399638 -0.457450 -4.760008 0.3 0.0 -2.2 0.877
C 1.668434 0.987442 -5.754296 0.9 -0.1 0.6 -0.460
C 1.571508 -1.700148 -5.863950 -0.2 -0.4 0.4 -0.296
C 3.951846 -0.408347 -5.773060 0.3 0.1 0.4 -0.292
H 0.600103 3.674637 -5.548073 -0.2 -0.2 0.1 0.073
H -1.167743 3.544553 -5.534802 0.0 -0.2 -0.1 0.069
H -0.273455 3.202491 -7.005796 0.1 -0.2 0.3 0.078
H -0.843798 0.977371 -7.896361 0.1 -0.1 0.1 0.070
H -2.127555 0.747006 -6.697583 0.2 0.1 0.1 0.076
H -0.914398 -0.513744 -6.918815 0.0 0.0 -0.1 0.052
H 3.756605 -0.152011 -6.822802 0.0 -0.2 0.3 0.052
H 4.456213 -1.377222 -5.736379 0.0 0.1 0.1 0.051
H 4.622612 0.346654 -5.355824 0.1 -0.1 -0.1 0.045
H 2.259277 1.882289 -5.467887 -0.6 -0.2 -0.1 0.080
H 1.855039 0.803171 -6.834304 -0.3 0.1 0.6 0.080
H 2.170432 -2.615069 -5.873603 -0.2 0.0 0.0 0.050
H 1.459425 -1.353595 -6.900767 0.2 0.0 0.3 0.051
H 0.580757 -1.952929 -5.476680 0.0 -0.1 -0.1 0.026
O 4.611228 1.159081 0.507108 -1.4 -1.4 -1.1 0.123
B 3.265067 0.909006 0.079398 1.3 2.5 0.5 -0.569
O 2.458583 2.027762 0.495439 0.3 -1.8 -1.2 0.038
C 3.269417 2.813382 1.259950 1.2 -0.6 0.6 -0.233
C 2.855043 3.772077 2.137350 -0.6 0.8 0.3 -0.004
C 3.795300 4.286850 3.034182 0.1 -0.2 -0.2 -0.063
C 5.107784 3.807148 3.030328 0.0 -0.1 -0.5 -0.059
C 5.524988 2.820645 2.121205 0.0 -0.2 -0.3 0.026
C 4.572401 2.288991 1.255734 -0.8 1.4 1.3 -0.210
H 1.801662 4.082061 2.148639 0.5 0.0 0.0 0.129
H 3.494080 5.059158 3.734754 0.1 -0.2 -0.1 0.112
H 5.834456 4.204192 3.730809 -0.1 0.0 -0.1 0.113
H 6.553330 2.464798 2.073549 -0.3 0.0 0.3 0.128
```
Forces are in eV/Å.

=====

4.
The molecule C5H4N2O, computed with ωB97M-V with the def2-TZVPD basis set.

Computed properties:
Highest occupied orbital energy (alpha / beta) in eV: -9.12 / -9.12
Gap between HOMO and LUMO (alpha / beta) in Eh: 0.3021 / 0.3023
SMILES: N#CC1=NOCC=C1

Structure (XYZ):
```
12
Properties=species:S:1:pos:R:3:forces:R:3:nbo_charge:R:1
C -1.741400 -0.604957 -1.746620 -1.4 0.5 -0.2 0.242
C -0.540956 0.908060 -0.184432 0.6 0.3 2.0 -0.225
C 0.445345 0.945886 0.751282 -0.6 -0.1 -1.8 -0.174
C -0.768254 -0.352160 -0.779613 3.3 -6.2 1.9 -0.057
C 1.394548 -0.177671 0.785357 0.9 -0.4 1.7 -0.148
N -2.706749 -0.599513 -2.369901 0.1 -0.3 -0.5 -0.271
N -0.238528 -1.595272 -0.246715 -1.8 4.8 -2.4 0.051
O 0.730074 -1.475702 0.641931 0.3 0.5 0.7 -0.291
H -1.398109 1.551691 -0.296092 0.3 0.7 0.2 0.244
H 0.699696 1.667426 1.494909 -0.6 0.9 0.0 0.225
H 2.270787 -0.164782 0.135956 -0.3 0.1 -0.7 0.197
H 1.853545 -0.103007 1.813937 -0.5 -0.9 -0.9 0.208
```
Forces are in eV/Å.

=====

What are the relative energy (zero: lowest compared OMol25 entry of this formula, charge and spin) values for these records? In order: 183.8, 211.9, 79.4, 339.3 kJ/mol.